Formula: C35H38AsCrN6OPS3Se
Source: the OMol25 dataset
Level of theory: the ωB97M-V functional and the def2-TZVPD basis

Output
Expectation value of S² ... 6.07
LUMO level (spin up / spin down) ... -0.77 / -1.05 eV
Multiplicity ... 5
Gap between HOMO and LUMO (spin up / spin down) ... 0.2060 / 0.2159 Eh
ΔE to the lowest compared entry with this formula, charge and spin ... 35.2 kcal per mole
F_max ... 0.03678 Eh/bohr

Atoms and positions in Å:
H1 -2.89436 -0.07449 -2.22582
C1 4.34646 -0.93637 -2.86820
S1 4.18229 0.90259 1.44197
H2 -0.49073 2.71204 -1.34358
H3 7.29134 3.48018 -0.05999
H4 -0.78646 -1.62827 4.96566
H5 -0.29943 2.48473 1.11142
C2 -3.91291 -4.24454 -2.10909
S2 0.93133 -3.21782 4.45277
H6 5.34121 5.05748 1.22508
H7 3.64172 4.59065 1.48041
C3 3.54128 0.19330 -3.04351
C4 -2.83990 0.54297 -0.16895
Cr1 0.49772 -0.54076 -0.08364
H8 -1.27925 0.18515 2.98014
H9 -4.08150 1.91474 -3.00631
C5 -0.75435 1.10855 -4.34326
H10 4.86775 4.12610 2.66538
H11 -2.46057 0.20821 5.16924
H12 4.68942 2.26200 -1.87069
C6 -3.87032 -1.85674 2.23571
H13 -5.34508 -2.52723 3.62331
C7 -4.62614 -3.10218 -1.78655
C8 -0.51874 -0.18687 -3.87121
H14 -4.36720 -5.01422 -2.71520
H15 0.52648 -1.63816 6.17501
H16 -4.62565 -1.23102 -0.76163
C9 6.93835 2.56128 0.40067
H17 4.70627 -2.60948 -1.56837
N1 -0.45084 -1.32788 -4.55860
C10 4.67987 4.28159 1.60338
H18 5.12666 -1.16270 -3.57922
C11 3.06333 -1.41693 -0.89652
C12 -4.04897 -2.11031 -1.01575
C13 -0.51422 1.91197 -2.07199
H19 -4.27250 -2.44050 1.42096
H20 -0.92860 1.28039 -5.39194
H21 -4.16645 3.44466 0.96966
H22 -2.06145 -5.29200 -1.87505
H23 -4.46401 -1.18548 5.49498
C14 -3.18071 1.56518 0.71213
H24 4.86070 3.99524 -1.51951
C15 2.53903 0.45088 -2.13219
H25 0.72202 2.25149 2.55576
H26 0.77862 -0.82658 4.60788
C16 -2.73318 -2.24074 -0.57402
C17 0.60491 1.98066 1.49540
H27 -2.91689 1.48801 1.75688
H28 -0.94866 3.15908 -3.73110
C18 -3.16928 0.69261 -1.51548
H29 -4.77607 3.65747 -1.40834
C19 -4.22188 2.79785 -1.06466
C20 -2.61646 -4.39405 -1.64883
C21 -2.20623 -0.35922 3.11782
H30 -5.64148 -2.98268 -2.13264
C22 -4.47994 -1.89938 3.47563
O1 0.50778 0.62579 1.36111
H31 7.42282 2.42768 1.36820
C23 0.57097 -2.88695 2.71321
H32 7.19486 1.71328 -0.23659
N2 -0.28193 0.68063 -1.58588
N3 1.56760 -2.36042 2.10863
C24 4.39897 3.06651 -1.19606
C25 -2.02690 -3.39632 -0.89192
C26 -0.28145 -0.31762 -2.46727
H33 3.31487 3.16655 -1.22373
H34 3.68509 0.85153 -3.88656
C27 4.11477 -1.73134 -1.77265
C28 -2.72881 -1.08536 2.05117
N4 1.64651 -1.87327 0.89511
P1 -1.91758 -0.94480 0.41986
C29 -3.88124 2.67395 0.26967
C30 -2.84922 -0.37395 4.34457
C31 -3.98395 -1.14828 4.52750
C32 -3.84435 1.81229 -1.95932
C33 0.28898 -1.65116 5.11722
As1 4.98898 2.61234 0.61703
N5 2.25239 -0.34184 -1.09721
N6 0.01211 -1.53348 -2.00335
Se1 -0.03686 -2.65510 -3.43582
C34 -0.75428 2.14625 -3.41379
H35 1.92718 1.33625 -2.25357
H36 3.43688 -2.91239 0.65183
H37 1.48280 2.37069 0.94843
H38 -1.01589 -3.51736 -0.52674
C35 2.75662 -2.16955 0.25239
S3 -0.89408 -3.42501 2.10916

Löwdin population analysis, charges in e, atoms 1 to 6:
1. H 0.109
2. C -0.035
3. S 0.137
4. H 0.120
5. H 0.028
6. H 0.000

Formula: C35H38AuN4O3SSi
Source: the OMol25 dataset
Level of theory: the ωB97M-V functional and the def2-TZVPD basis

Output
LUMO level ... 2.35 eV
Net charge ... -1
Gap between HOMO and LUMO ... 0.1942 Eh
ΔE to the lowest compared entry with this formula, charge and spin ... 24.9 kcal per mole
F_max ... 0.01005 Eh/bohr

Atoms and positions in Å:
H1 2.43691 3.20922 -0.67905
H2 -1.95910 -5.51902 -1.61630
H3 -3.78420 -7.24990 -1.37386
C1 -1.76052 2.72281 0.30915
C2 -2.14854 -5.94356 -0.60760
H4 -5.44022 3.95664 0.60546
H5 -1.97991 -3.18306 -0.66183
C3 1.95290 0.08427 0.41937
C4 2.49119 1.31499 -0.00382
H6 0.42506 -2.76064 2.10292
H7 -0.59673 4.59301 -0.29624
C5 0.60228 -3.61636 -0.94411
H8 -3.72110 -6.30991 1.57372
C6 3.33391 7.20473 -0.34816
O1 4.33366 2.71969 -0.55533
H9 0.44216 -2.53342 -0.92059
H10 -0.83291 1.00120 -1.88336
H11 2.28240 7.87391 1.41139
H12 5.37927 4.37948 -0.04219
C7 1.22300 4.10300 -3.30367
H13 5.83141 0.62004 -0.01104
N1 -0.45877 2.23366 0.22601
N2 -2.04756 -3.64839 0.24336
C8 -2.49523 -8.37668 -0.11550
H14 -2.55190 0.67473 -2.11488
O2 -2.05082 2.70618 -2.08938
H15 -1.57943 1.29518 -3.47458
C9 -3.40651 -5.27591 1.48926
C10 -2.55360 2.91163 -0.83297
H16 4.94161 -1.58408 0.75902
C11 4.76851 0.46068 0.12889
H17 6.04729 2.87582 0.62877
H18 -1.72940 2.79060 2.43564
C12 0.40297 -3.85614 2.11567
C13 -3.86125 3.35925 -0.71720
C14 -2.47535 -2.60528 1.19463
C15 2.30905 5.37321 -1.55210
H19 1.42097 -4.22210 2.30667
C16 5.12825 3.41598 0.39746
C17 2.30513 7.17028 0.58879
H20 1.55456 3.75006 -4.27698
C18 -2.89093 -7.24903 -0.75162
H21 0.32953 -7.33109 1.46629
O3 2.40611 4.59327 -2.65946
H22 0.53147 6.13606 1.21397
C19 1.32103 6.20566 0.47298
Si1 -0.23587 -4.46096 0.48796
H23 0.22413 -4.02179 -1.89035
C20 -3.64916 3.41204 1.67144
H24 4.13209 7.93239 -0.26269
Au1 -0.04593 -0.36852 0.56746
H25 -4.43849 3.49338 -1.62554
H26 0.75854 3.28399 -2.76228
H27 -0.24688 -4.19385 2.92626
H28 -3.70505 -4.77229 3.50446
C21 -0.85954 -6.09855 0.19510
C22 -1.73176 1.33719 -2.39795
C23 -4.41444 3.61764 0.52991
C24 3.32598 6.31653 -1.40612
H29 2.53383 -1.88195 1.05101
H30 4.57359 3.57690 1.32562
C25 -2.97870 -4.83265 0.12234
C26 2.89631 -0.92159 0.70131
C27 1.31766 5.27563 -0.56999
H31 -3.09094 -9.27583 -0.24462
H32 4.09652 6.33995 -2.16820
N3 1.78592 2.51168 -0.35679
C28 -3.38795 -4.43782 2.52288
C29 -0.56420 -7.29918 0.84169
H33 -1.04953 -9.37248 1.20027
N4 0.30659 4.27794 -0.61398
C30 3.88109 1.48274 -0.12725
C31 -3.03974 -3.02222 2.32747
H34 -3.85020 -4.55688 -0.48483
H35 -4.07531 3.58571 2.65187
H36 1.68456 -3.78630 -0.91864
H37 0.49134 4.90255 -3.43182
C32 -2.33937 2.96929 1.55751
C33 0.50855 2.94417 -0.21008
C34 4.26558 -0.76104 0.55496
S1 -2.32427 -0.93681 0.68566
H38 -3.30158 -2.28382 3.07172
C35 -1.33006 -8.44584 0.71670

Löwdin population analysis, charges in e, atoms 1 to 6:
1. H 0.100
2. H 0.117
3. H 0.083
4. C -0.260
5. C -0.303
6. H 0.093

Question: The lowest ΔE to the lowest compared entry with this formula, charge and spin belongs to which entry?
Answer: C35H38AuN4O3SSi

Question: Which of these has the lowest F_max?
Answer: C35H38AuN4O3SSi

Question: What is the ΔE to the lowest compared entry with this formula, charge and spin in the second record?
Answer: 24.9 kcal per mole

Question: F_max of number 2 (C35H38AuN4O3SSi)?
Answer: 0.01005 Eh/bohr